Record 1
Here is 2 unconnected molecules or ions with the total composition C5H11NO in a non-equilibrium geometry from OMol25. Energies are from ωB97M-V with the def2-TZVPD basis set.

Last column: Löwdin charge in e.
Geometry (Å):
C1 -1.298 -0.095 -0.136  -0.061
N1 -1.646 1.059 2.457  -0.001
C2 -0.293 0.834 2.039  -0.149
C3 -0.154 0.217 0.809  -0.272
C4 1.318 0.068 0.472  -0.152
C5 2.495 0.335 1.134  -0.035
H1 -1.744 0.916 -0.323  0.096
H2 -2.123 -0.784 0.245  0.111
H3 -1.070 -0.535 -1.007  0.016
H4 -2.204 1.128 1.588  0.042
H5 -1.855 2.076 2.604  0.093
H6 0.419 1.508 2.539  0.120
H7 1.423 -0.760 -0.250  0.086
H8 2.731 1.209 1.773  0.048
H9 3.162 -0.547 1.201  0.056
H10 0.476 -1.961 -5.771  0.055
H11 -0.280 -2.371 -4.522  0.040
O1 0.643 -2.296 -4.850  -0.096

Forces on atoms 1 to 6 (eV/Å):
-1.82 1.51 3.87
-1.09 2.16 -1.06
-2.46 0.80 -2.46
2.84 2.03 2.05
0.19 -1.99 0.25
-1.36 -0.25 -0.26

The calculation puts the total energy at -326.98020 Ha. For the energy above the lowest of the compared OMol25 structures with the same formula, charge and spin, the calculation gives 396.84 kJ/mol. Its SMILES is C=C/C(C)=C/N.O.

---

Record 2
Here is C5H11NO in the gas phase in a non-equilibrium geometry from OMol25. Energies are from ωB97M-V with the def2-TZVPD basis set.

Last column: Löwdin charge in e.
Geometry (Å):
C1 -2.556 0.144 -0.628  -0.115
C2 -1.086 -0.101 -0.344  -0.265
C3 -0.645 -0.355 1.101  -0.184
N1 0.823 -0.408 1.066  0.045
C4 1.474 0.531 0.305  -0.561
O1 1.061 1.676 0.178  0.030
C5 2.710 0.087 -0.434  0.000
H1 -2.676 0.292 -1.706  0.071
H2 -3.225 -0.671 -0.331  0.069
H3 -2.888 1.060 -0.132  0.074
H4 -0.735 -0.963 -0.943  0.119
H5 -0.539 0.855 -0.567  0.102
H6 -0.981 0.462 1.748  0.120
H7 -1.004 -1.288 1.556  0.121
H8 1.230 -1.332 1.061  0.124
H9 2.469 0.027 -1.502  0.093
H10 3.102 -0.880 -0.114  0.073
H11 3.465 0.865 -0.315  0.084

Forces on atoms 1 to 6 (eV/Å):
-0.18 0.07 0.05
-0.02 0.32 0.07
-0.14 0.12 0.06
0.10 0.01 -0.17
0.27 0.39 0.19
0.33 -0.37 0.27

The calculation puts the total energy at -327.11068 Ha. For the energy above the lowest of the compared OMol25 structures with the same formula, charge and spin, the calculation gives 54.27 kJ/mol. Its SMILES is CCCNC(C)=O.

---

Record 3
Here is 2 unconnected molecules or ions with the total composition C5H11NO from OMol25. Energies are from ωB97M-V with the def2-TZVPD basis set.

Last column: Löwdin charge in e.
Geometry (Å):
C1 0.561 0.870 -2.191  -0.047
C2 1.233 -0.940 0.105  0.037
C3 0.112 -0.756 0.792  -0.399
C4 -1.151 -1.538 0.571  -0.040
N1 0.024 0.332 1.727  0.063
C5 -0.622 1.492 1.421  -0.347
O1 -1.171 1.727 0.364  0.020
H1 -0.210 0.711 -2.946  0.026
H2 0.750 1.935 -2.046  0.028
H3 1.485 0.357 -2.480  0.024
H4 1.291 -1.694 -0.676  0.079
H5 2.077 -0.259 0.191  0.083
H6 0.194 0.477 -1.252  -0.038
H7 -0.996 -2.311 -0.186  0.081
H8 -1.494 -2.010 1.497  0.080
H9 -1.940 -0.861 0.223  0.084
H10 0.456 0.246 2.634  0.136
H11 -0.599 2.223 2.250  0.130

Forces on atoms 1 to 6 (eV/Å):
-0.03 0.07 -0.11
-0.05 -0.06 0.17
0.22 -0.16 -0.17
0.01 0.00 -0.01
-0.06 0.09 0.02
-0.13 0.03 -0.09

The calculation puts the total energy at -327.08033 Ha. For the energy above the lowest of the compared OMol25 structures with the same formula, charge and spin, the calculation gives 133.93 kJ/mol. Its SMILES is C=C(C)NC=O.C.